(1)
Entry from the OMol25 dataset: C40H69N5O2Re as an isolated structure (wB97M-V/def2-TZVPD).

```
117
Properties=species:S:1:pos:R:3:forces:R:3:lowdin_spin:R:1
Re -0.049881 0.082461 -0.404251 -0.3 0.4 0.1 2.4503
C -1.644508 -2.056410 1.086166 0.0 -0.1 0.2 0.0057
N -1.025222 -0.737137 1.387671 0.0 -0.1 -0.2 0.0050
C -2.081378 0.170460 1.913463 -0.1 -0.2 0.1 0.0092
C 0.024631 -0.913910 2.447075 -0.1 0.0 0.0 0.0077
C 1.130125 0.111064 2.295330 0.1 0.0 0.0 0.0064
N 1.655230 0.043110 0.898170 0.1 0.0 -0.1 0.0063
C 2.428993 -1.233078 0.747500 0.1 0.1 0.1 0.0029
C 2.780910 -1.607488 -0.654957 0.2 0.1 0.2 0.0063
C 4.103689 -1.727101 -1.061145 -0.1 0.0 0.0 0.0008
C 4.406982 -2.325992 -2.277285 0.0 0.0 0.0 0.0064
C 3.342980 -2.892615 -2.971193 0.0 0.0 -0.1 -0.0010
C 2.003280 -2.844566 -2.576232 0.1 -0.2 -0.2 0.0062
C 1.734279 -2.063367 -1.452916 -0.6 0.0 0.1 0.0086
O 0.447903 -1.709668 -1.076160 0.6 -0.5 0.0 0.1476
C 1.021066 -3.747799 -3.345819 0.0 0.0 0.0 0.0006
C -0.331973 -3.938133 -2.654890 0.0 0.0 0.0 0.0018
C 1.652775 -5.154557 -3.409695 0.1 0.0 0.0 0.0004
C 0.794825 -3.248681 -4.788022 0.0 0.0 0.0 0.0004
C 5.825942 -2.427157 -2.833585 0.0 0.0 0.0 0.0007
C 6.139614 -3.883242 -3.209158 0.0 0.0 0.0 0.0003
C 5.918265 -1.546787 -4.087751 0.0 0.0 0.0 0.0004
C 6.866310 -1.953214 -1.819527 0.0 0.0 0.0 0.0000
C 2.593229 1.159886 0.596458 -0.1 0.0 0.1 0.0131
C 2.012853 2.551257 0.609176 0.4 -0.2 0.0 0.0077
C 2.940805 3.585748 0.502481 0.0 -0.1 0.1 0.0006
C 2.546292 4.908395 0.533827 -0.1 0.1 0.0 0.0048
C 1.200142 5.144658 0.818117 0.0 0.0 0.1 -0.0011
C 0.244749 4.145150 0.986745 -0.1 0.3 0.0 0.0050
C 0.660871 2.824963 0.741275 -0.6 -0.3 -0.2 0.0090
O -0.276815 1.822507 0.588392 0.5 0.1 0.0 0.1555
C -1.149371 4.492982 1.550332 0.0 0.1 -0.1 0.0006
C -1.313416 5.997752 1.803752 0.1 0.0 -0.1 0.0000
C -2.312253 4.061062 0.643466 -0.1 -0.1 0.1 0.0010
C -1.283689 3.798413 2.912399 0.0 0.0 0.0 0.0005
C 3.563212 6.034661 0.359852 -0.1 0.0 0.0 0.0005
C 4.375140 5.797515 -0.918022 0.0 0.0 0.0 0.0003
C 4.506699 6.046150 1.569163 0.0 0.0 0.0 0.0004
C 2.883919 7.402382 0.254220 0.0 0.0 0.0 0.0000
H -1.972617 -2.528887 2.013421 0.0 0.0 0.0 0.0000
H -0.922525 -2.692654 0.579072 0.0 0.0 0.0 -0.0002
H -2.517891 -1.906627 0.452512 0.0 0.0 0.0 0.0004
H -2.607670 -0.338857 2.722979 0.0 0.0 0.0 0.0002
H -2.789451 0.421849 1.127242 0.0 0.0 0.0 0.0013
H -1.626105 1.080932 2.271151 0.0 0.0 0.0 0.0002
H 0.407766 -1.927559 2.361703 0.0 0.0 0.0 0.0002
H -0.441400 -0.830044 3.430466 0.0 0.0 0.0 0.0004
H 1.942488 -0.098288 2.996722 0.0 0.0 0.0 0.0002
H 0.771370 1.118422 2.479507 0.0 0.0 0.0 0.0001
H 1.818113 -2.033814 1.154766 0.1 0.0 0.0 0.0001
H 3.323350 -1.143095 1.368519 0.0 0.0 -0.1 -0.0007
H 4.888240 -1.374296 -0.404424 0.0 0.0 0.0 -0.0001
H 3.567554 -3.432177 -3.882500 0.0 0.0 0.0 -0.0002
H -0.215493 -4.375433 -1.661541 0.0 0.0 0.0 0.0001
H -0.935199 -4.621344 -3.253286 0.0 0.0 0.0 0.0003
H -0.882340 -3.008518 -2.551052 -0.1 0.0 -0.1 0.0007
H 1.987385 -5.483630 -2.424767 0.0 0.0 0.0 0.0000
H 2.503761 -5.197914 -4.088621 0.0 0.0 0.0 0.0000
H 0.911425 -5.865548 -3.775177 0.0 0.0 0.0 0.0001
H -0.075999 -2.591543 -4.864086 0.1 0.0 0.0 0.0000
H 0.606943 -4.091882 -5.452508 -0.1 0.0 0.0 0.0000
H 1.660329 -2.710724 -5.176998 0.0 -0.1 0.0 0.0000
H 5.557778 -4.220796 -4.067508 0.0 0.0 0.0 0.0000
H 5.942841 -4.558556 -2.374924 0.0 0.0 0.0 0.0000
H 7.192375 -3.974977 -3.477533 0.0 0.0 0.0 0.0001
H 5.172077 -1.833681 -4.831143 0.0 0.0 0.0 0.0000
H 6.902751 -1.649136 -4.546178 0.0 0.0 0.0 0.0001
H 5.768049 -0.493398 -3.840438 0.0 0.0 0.0 0.0000
H 6.847922 -2.553822 -0.907684 0.0 0.0 0.0 0.0000
H 6.728753 -0.903404 -1.551013 0.0 0.0 0.0 0.0000
H 7.860859 -2.046430 -2.255110 0.0 0.0 0.0 0.0000
H 3.063043 0.920706 -0.360726 0.0 0.0 0.0 0.0007
H 3.387592 1.108176 1.348584 0.0 0.0 0.0 0.0019
H 3.991391 3.332089 0.392781 0.0 0.0 0.0 0.0001
H 0.888592 6.165815 0.945263 0.0 0.1 0.0 -0.0002
H -1.308377 6.576992 0.878135 0.0 0.0 0.0 0.0000
H -0.541280 6.389679 2.464801 0.0 0.0 0.0 0.0000
H -2.275366 6.166165 2.288015 0.0 0.0 0.0 0.0000
H -2.119013 4.301906 -0.405039 -0.1 0.2 0.1 0.0000
H -3.222377 4.588266 0.931465 0.0 0.0 0.0 0.0001
H -2.523980 2.993204 0.750587 0.1 0.0 -0.1 0.0002
H -0.496057 4.126351 3.592382 0.0 0.0 0.0 0.0000
H -1.217288 2.716933 2.809272 0.1 0.1 0.1 0.0002
H -2.245040 4.039289 3.368250 0.0 0.0 0.0 0.0001
H 4.956224 4.874041 -0.868255 0.0 0.0 0.0 0.0000
H 5.078186 6.616948 -1.068224 0.0 0.0 0.0 0.0001
H 3.724292 5.747582 -1.793744 0.0 0.0 0.0 0.0000
H 5.046648 5.101714 1.663896 0.0 0.0 0.0 0.0000
H 3.953257 6.216111 2.494203 0.0 0.0 0.0 0.0000
H 5.243572 6.842965 1.462972 0.0 0.0 0.0 0.0001
H 2.140369 7.426271 -0.545379 0.0 0.0 0.0 0.0000
H 3.632719 8.162272 0.031796 0.0 0.0 0.0 0.0000
H 2.398253 7.692243 1.187700 0.0 0.0 0.0 0.0000
C -2.895560 1.661789 -2.058914 0.0 0.0 0.1 0.0043
C -2.999728 0.153443 -1.746267 0.0 0.0 -0.1 0.0092
N -1.653791 -0.473463 -1.858161 -0.1 0.3 0.1 0.0054
C -1.155613 -0.313251 -3.267303 -0.1 -0.1 0.0 0.0063
C 0.329540 -0.001732 -3.379978 0.0 0.1 0.0 0.0050
N 0.840664 0.827576 -2.246369 0.1 0.0 0.1 0.0066
C 0.740117 2.300801 -2.509465 0.0 -0.1 -0.2 0.0063
C -0.706630 2.711730 -2.758169 -0.1 0.0 0.0 0.0039
N -1.563947 2.129133 -1.736979 0.2 0.1 -0.1 0.0617
H -3.650619 2.191248 -1.474891 0.0 0.0 0.0 0.0010
H -3.133535 1.854934 -3.105438 0.0 0.0 0.0 0.0002
H -3.686810 -0.335997 -2.439864 0.0 0.0 0.0 0.0001
H -3.372220 -0.026725 -0.739248 0.0 0.0 0.0 0.0009
H -1.744918 -1.471759 -1.676026 0.0 0.0 -0.1 0.0026
H -1.753275 0.462886 -3.731996 0.1 -0.1 0.0 0.0007
H -1.355528 -1.228805 -3.820009 0.0 -0.1 0.0 -0.0001
H 0.527962 0.513011 -4.322829 0.0 0.0 0.0 -0.0002
H 0.903111 -0.918269 -3.384634 0.1 -0.1 0.0 0.0002
H 1.834845 0.601787 -2.170699 0.0 0.0 -0.1 0.0062
H 1.353398 2.535841 -3.382188 0.0 0.0 0.0 -0.0004
H 1.156836 2.820149 -1.649783 0.0 0.0 0.0 0.0003
H -1.031965 2.377917 -3.744341 0.0 0.0 0.0 0.0000
H -0.751801 3.804968 -2.775211 0.0 0.0 0.0 0.0019
H -1.547936 2.690627 -0.900164 0.0 -0.2 -0.1 0.0008
```
Positions in Å, forces in eV/Å.

Output
Maximum force = 0.015 Eh/bohr
E_LUMO (alpha / beta) = -0.159 / -0.252 Eh
Highest occupied orbital energy (alpha / beta) = -13.03 / -13.14 eV
Molar mass = 838.232 g/mol
Multiplicity = 4
Gap between HOMO and LUMO (alpha / beta) = 0.319 / 0.231 Ha
Total charge = +2
⟨S²⟩ = 3.766
DFT total energy = -56263.992 eV

(2)
Entry from the OMol25 dataset: a 10-piece molecular cluster, C40H70N10 overall at a distorted geometry (wB97M-V/def2-TZVPD).

```
120
Properties=species:S:1:pos:R:3:forces:R:3:lowdin_charge:R:1
C -1.263104 0.928647 3.659334 -1.0 1.0 1.2 -0.1275
C -1.868505 1.257627 5.026591 -0.5 1.0 0.1 -0.2183
C -0.992499 1.253927 6.308106 1.0 -0.1 -1.0 -0.1341
C 0.403619 0.849617 5.988712 -1.1 -0.5 0.5 -0.1290
N 1.468544 0.564861 5.665061 -2.4 -1.4 1.5 0.1540
H -1.919716 1.422040 2.938473 -0.2 -0.7 0.0 0.0654
H -1.165869 -0.130155 3.446420 0.0 0.1 0.3 0.0808
H -0.346199 1.505666 3.523812 0.4 -0.5 0.2 0.0593
H -2.793799 0.727943 5.254114 0.2 -0.4 -0.3 0.1084
H -2.209482 2.294186 4.938107 0.0 0.0 0.0 0.0984
H -1.456364 0.615334 7.051681 0.4 0.0 0.3 0.1119
H -0.889348 2.278146 6.660224 -0.2 0.0 0.4 0.1134
C 3.573953 -2.446959 -1.352236 0.8 -1.2 -0.3 -0.1071
C 3.044876 -1.513648 -2.436474 0.0 0.3 0.9 -0.2618
C 4.033874 -0.415106 -2.810741 0.0 0.4 -1.2 -0.2079
C 5.205708 -0.913038 -3.547077 0.2 0.0 0.9 -0.2430
N 6.141626 -1.290049 -4.092176 0.1 -0.1 -0.2 0.1332
H 3.251042 -3.481478 -1.505590 -0.5 0.2 0.0 0.0713
H 3.314666 -2.186679 -0.327558 0.0 0.3 -0.1 0.0627
H 4.659311 -2.594462 -1.409311 0.0 0.5 0.1 0.0706
H 2.190398 -1.005033 -1.989551 -0.3 0.0 -0.6 0.0568
H 2.752167 -2.069566 -3.323749 -0.1 0.1 0.0 0.1104
H 4.317875 0.222283 -1.973697 0.2 -0.3 0.1 0.1133
H 3.613868 0.277319 -3.551063 -0.5 0.0 0.3 0.1122
C -2.393493 4.167235 -1.539637 0.0 0.4 0.7 -0.1102
C -3.898229 4.363681 -1.588395 -0.4 0.1 -0.2 -0.2483
C -4.725309 3.055982 -1.575772 1.2 -0.5 -0.1 -0.1588
C -4.198162 2.189708 -0.507553 -0.5 0.4 0.3 -0.2226
N -3.740475 1.644156 0.392934 0.1 -0.2 0.0 0.1720
H -2.086585 3.787687 -2.512293 0.5 -0.2 0.3 0.0804
H -2.072354 3.568870 -0.681625 -0.1 -0.5 -0.4 0.0502
H -1.911396 5.122982 -1.319414 0.0 0.2 -0.5 0.0734
H -4.078043 4.865795 -2.541076 -0.4 0.2 0.2 0.1083
H -4.244174 5.006150 -0.777863 0.0 0.0 0.0 0.1102
H -4.538769 2.497771 -2.497759 -0.2 0.1 -0.1 0.1040
H -5.795362 3.199575 -1.467244 0.0 0.1 0.1 0.1178
C -0.941261 -7.562257 2.591518 -0.4 -0.8 0.7 -0.1071
C -1.510049 -7.070388 3.937493 -0.1 0.9 -1.4 -0.2466
C -0.875250 -5.732666 4.374874 0.6 -0.4 0.1 -0.1901
C -1.075726 -4.630400 3.414217 -0.2 -0.7 0.4 -0.2089
N -1.263426 -3.810535 2.635328 0.1 0.2 -0.1 0.1618
H -1.310009 -8.576962 2.418467 -0.1 0.1 -0.1 0.0695
H 0.137731 -7.688476 2.688298 0.1 0.4 -0.3 0.0751
H -1.252565 -6.977371 1.730596 0.3 0.3 0.1 0.0728
H -1.369861 -7.866682 4.661815 0.0 0.3 0.4 0.1057
H -2.565151 -6.818884 3.818481 -0.2 -0.6 0.1 0.1078
H 0.205333 -5.862842 4.471447 0.0 0.1 0.1 0.1157
H -1.249856 -5.451332 5.357830 0.0 0.2 0.0 0.1129
C 4.457903 0.978894 6.300428 -0.4 0.1 -0.3 -0.1073
C 3.823107 0.823168 4.910612 0.1 -0.4 -0.3 -0.2914
C 2.964290 2.037446 4.518923 1.8 1.6 0.0 -0.2071
C 2.602790 2.159137 3.105619 0.2 -1.6 0.8 -0.1286
N 2.318345 2.285091 2.000758 1.1 -4.2 0.6 0.1527
H 3.746192 1.144969 7.109491 -0.1 0.2 -0.1 0.0641
H 5.146484 1.820570 6.205558 0.0 0.1 0.5 0.0716
H 5.035806 0.102572 6.589935 0.1 -0.1 -0.2 0.0697
H 3.170077 -0.045710 4.809548 1.0 -0.1 -0.1 0.0753
H 4.690334 0.782302 4.250817 -0.2 -0.2 -0.5 0.1094
H 3.643389 2.866857 4.755039 -0.2 0.5 -0.3 0.1236
H 2.092658 2.170321 5.159654 0.6 0.4 -0.6 0.0746
C 4.193777 5.232506 -1.329869 -0.2 -0.7 -0.2 -0.0963
C 3.718284 3.830901 -0.932057 0.2 0.0 0.9 -0.2476
C 2.192156 3.714151 -0.907710 -0.1 0.6 -1.7 -0.2055
C 1.697870 2.420478 -1.342573 0.0 -0.1 0.5 -0.1992
N 1.321560 1.417174 -1.751515 -0.1 -0.3 -0.1 0.1883
H 3.906607 5.305761 -2.381809 0.3 0.4 -0.1 0.0738
H 5.275774 5.267926 -1.217825 0.0 0.3 -0.2 0.0731
H 3.740323 6.069046 -0.801358 -0.1 -0.2 0.3 0.0728
H 4.051135 3.514927 0.061420 0.1 0.4 0.1 0.0909
H 4.220937 3.121977 -1.591355 -0.5 -0.1 -0.3 0.1041
H 1.729913 4.385282 -1.648918 0.3 0.1 -0.2 0.1340
H 1.763287 4.089312 0.019758 0.8 -0.7 -1.2 0.0254
C -0.805179 5.732883 2.447239 0.3 0.3 -0.8 -0.0970
C -0.741622 4.209131 2.432221 0.3 0.7 -0.2 -0.2322
C 0.299012 3.706472 1.399607 -1.3 0.9 1.9 -0.1861
C 1.642741 4.159392 1.740060 -0.3 2.0 0.8 -0.3632
N 2.707162 4.487752 2.022838 -0.2 2.8 -0.1 0.1986
H -1.647625 6.196458 2.955901 0.0 -0.3 0.3 0.0716
H -0.838896 6.122485 1.421704 -0.2 -0.1 0.0 0.0721
H 0.144474 6.119769 2.822698 -0.2 0.1 0.3 0.0747
H -1.674673 3.736989 2.122311 -0.2 0.1 0.3 0.1020
H -0.435875 3.884467 3.427794 -0.3 -0.3 0.0 0.1034
H 0.036683 4.169783 0.449667 -0.3 -0.7 -0.2 0.1105
H 0.247535 2.627804 1.550280 0.3 0.4 -1.3 0.0585
C -3.875695 0.622736 -5.976311 0.8 0.2 -0.1 -0.1118
C -2.829684 0.496028 -4.876529 -0.8 -0.3 0.8 -0.2541
C -2.882080 -0.868084 -4.127705 -0.1 0.8 -0.6 -0.1738
C -4.272859 -1.239560 -3.827291 0.4 -0.3 -0.2 -0.2426
N -5.359956 -1.572033 -3.667977 -0.1 0.1 0.1 0.1456
H -3.603017 -0.114520 -6.735224 -0.4 0.0 -0.2 0.0811
H -3.766009 1.615144 -6.417242 -0.2 -0.1 -0.1 0.0716
H -4.896395 0.483279 -5.633664 0.0 -0.1 0.0 0.0644
H -2.990131 1.223911 -4.074479 0.1 0.4 -0.4 0.0859
H -1.853142 0.649994 -5.331904 0.2 -0.1 0.3 0.1094
H -2.335565 -0.757402 -3.193577 0.2 -0.4 0.0 0.0934
H -2.426943 -1.614333 -4.777940 0.0 -0.3 0.4 0.1141
C 0.371132 -5.489426 -5.022131 0.1 -0.8 -0.6 -0.1065
C -0.546134 -6.430787 -5.834458 -0.2 0.8 0.4 -0.2470
C -1.716322 -5.631211 -6.383406 -1.0 0.7 0.1 -0.2259
C -2.622581 -6.388056 -7.237410 0.0 -0.2 -0.6 -0.2431
N -3.336745 -6.970803 -7.924309 0.1 0.0 0.2 0.1325
H 1.360735 -5.945399 -4.974987 0.1 0.1 0.2 0.0680
H 0.043757 -5.265195 -4.011004 -0.2 0.0 -0.1 0.0439
H 0.453352 -4.566402 -5.596312 0.2 0.2 0.2 0.0673
H -0.990008 -7.238164 -5.251935 0.4 -0.2 0.1 0.1118
H 0.010122 -6.828992 -6.682087 0.0 -0.2 0.1 0.1102
H -1.411511 -4.718536 -6.904221 0.3 -0.3 -0.3 0.1173
H -2.387885 -5.222125 -5.616040 0.4 -0.2 0.4 0.1259
C -0.360107 0.435368 1.067211 1.1 -0.3 0.1 -0.1414
C -0.897432 -0.567234 0.044120 -1.7 0.8 0.9 -0.2385
C -0.092652 -1.850382 -0.109188 0.4 0.2 0.9 -0.1820
C -0.208387 -2.521615 -1.399623 0.4 0.1 0.3 -0.2063
N -0.245163 -3.056146 -2.415492 -0.2 0.0 0.0 0.1618
H 0.622332 0.805212 0.769478 0.1 -0.1 -0.2 0.0430
H -0.233613 0.055292 2.087215 0.3 -0.5 -1.1 0.0410
H -0.972814 1.322734 1.238007 -0.4 -0.5 -0.8 0.0338
H -1.160799 0.012004 -0.840867 0.6 -0.4 -0.5 0.0879
H -1.872559 -0.892202 0.423352 -0.1 0.1 -0.1 0.1044
H -0.410192 -2.511172 0.701203 -0.3 -0.3 -0.3 0.0763
H 0.943994 -1.682556 0.201772 0.2 0.1 -0.8 0.1102
```
Positions in Å, forces in eV/Å.

Output
Energy relative to the best compared isomer or geometry (same formula, charge and spin) = 598.8 kJ/mol
Maximum force = 0.085 Eh/bohr
E_LUMO = 0.008 Eh
Highest occupied orbital energy = -9.55 eV
Molar mass = 691.070 g/mol
Multiplicity = 1
Gap between HOMO and LUMO = 0.359 Ha
DFT total energy = -57509.434 eV
Structure (SMILES) = CCCC#N.CCCC#N.CCCC#N.CCCC#N.CCCC#N.CCCC#N.CCCC#N.CCCC#N.CCCC#N.CCCC#N